Record 1
DFT (ωB97M-V/def2-TZVPD) results for a structure of composition C22H11B2Cl65O9S in a non-equilibrium geometry.

The value obtained for the lowest unoccupied orbital energy is -0.42 eV. Its HOMO-LUMO gap is 10.223 eV. The spin multiplicity is 1.

XYZ file:
```
110
Properties=species:S:1:pos:R:3:lowdin_charge:R:1
C -2.579 -0.664 2.193 -0.035
O -1.204 -1.003 1.944 0.075
B -0.867 -2.287 2.146 -0.655
O -1.107 -2.847 3.373 0.135
C -0.121 -3.231 1.060 -0.157
B -1.269 -4.107 0.379 -0.603
O -1.033 -5.041 -0.563 0.214
O -2.574 -3.850 0.792 0.184
O 0.716 -4.209 1.758 -0.107
S 1.984 -3.348 2.288 0.596
O 1.930 -2.811 3.597 -0.242
O 3.063 -4.266 2.188 -0.221
O 1.963 -2.232 1.143 -0.204
C 0.908 -2.594 0.165 -0.399
C 1.658 -3.500 -0.816 -0.010
C 0.544 -1.300 -0.541 -0.053
C -0.763 -1.446 -1.288 -0.757
O -1.766 -0.949 -0.957 0.094
Cl -0.784 -2.460 -2.762 0.703
H -3.171 -1.012 1.361 0.092
H -2.926 -1.086 3.127 0.089
H -2.610 0.410 2.316 -0.009
H -1.674 -3.619 3.306 0.117
H -1.867 -5.472 -0.773 0.127
H -2.976 -4.689 1.038 0.126
H 2.499 -3.957 -0.324 0.093
H 1.030 -4.262 -1.251 0.079
H 2.057 -2.922 -1.628 0.009
H 1.289 -1.007 -1.265 0.130
H 0.411 -0.467 0.126 0.137
C 2.231 -3.825 -5.528 -2.008
Cl 2.064 -2.412 -6.572 0.511
Cl 0.647 -4.577 -5.290 0.485
Cl 3.323 -4.988 -6.279 0.512
Cl 2.890 -3.324 -3.970 0.558
C 1.816 1.375 -7.579 -2.047
Cl 0.786 0.910 -6.224 0.478
Cl 1.961 0.015 -8.701 0.505
Cl 1.095 2.750 -8.418 0.533
Cl 3.417 1.820 -6.982 0.530
C -2.559 3.626 4.200 -2.005
Cl -2.356 5.169 3.372 0.500
Cl -0.982 3.026 4.716 0.533
Cl -3.590 3.864 5.615 0.487
Cl -3.324 2.433 3.132 0.588
C -5.101 5.429 9.428 -2.029
Cl -5.887 7.004 9.227 0.494
Cl -3.381 5.676 9.733 0.541
Cl -5.831 4.581 10.794 0.538
Cl -5.299 4.462 7.966 0.482
C -3.014 1.143 -4.714 -2.043
Cl -1.431 0.720 -4.047 0.488
Cl -3.515 -0.113 -5.848 0.532
Cl -4.187 1.263 -3.403 0.540
Cl -2.902 2.690 -5.558 0.531
C -6.572 7.772 4.675 -2.027
Cl -6.385 7.322 6.375 0.477
Cl -8.035 7.024 4.027 0.512
Cl -6.699 9.529 4.540 0.532
Cl -5.167 7.208 3.765 0.492
C 6.781 -5.484 -4.310 -2.030
Cl 8.366 -5.950 -3.684 0.530
Cl 6.205 -6.711 -5.445 0.466
Cl 5.637 -5.353 -2.973 0.524
Cl 6.904 -3.930 -5.137 0.489
C -1.271 -1.493 6.828 -2.039
Cl -1.020 -1.442 8.577 0.525
Cl -2.584 -2.625 6.463 0.524
Cl -1.718 0.119 6.253 0.502
Cl 0.201 -2.015 6.025 0.600
C -0.250 6.229 0.070 -2.065
Cl 0.514 6.229 1.656 0.517
Cl 0.643 7.300 -1.017 0.522
Cl -0.235 4.591 -0.575 0.530
Cl -1.919 6.788 0.213 0.490
C 10.145 -2.060 -6.734 -2.053
Cl 10.381 -2.194 -8.479 0.526
Cl 10.315 -3.650 -5.996 0.512
Cl 11.358 -0.969 -6.058 0.526
Cl 8.532 -1.399 -6.416 0.497
C -2.781 -6.606 -6.684 -2.054
Cl -2.936 -5.183 -7.716 0.532
Cl -4.368 -7.340 -6.444 0.531
Cl -1.700 -7.774 -7.445 0.516
Cl -2.117 -6.124 -5.118 0.490
C -12.402 6.965 5.048 -2.064
Cl -13.647 7.644 6.100 0.523
Cl -10.857 6.937 5.899 0.501
Cl -12.851 5.320 4.589 0.521
Cl -12.251 7.960 3.596 0.520
C 2.921 -9.303 -6.890 -2.040
Cl 1.786 -7.997 -7.239 0.493
Cl 4.570 -8.669 -6.925 0.488
Cl 2.577 -9.969 -5.292 0.537
Cl 2.757 -10.573 -8.106 0.533
C 4.775 0.661 1.020 -2.047
Cl 5.895 1.745 1.845 0.513
Cl 3.638 1.611 0.049 0.516
Cl 5.679 -0.430 -0.035 0.531
Cl 3.880 -0.282 2.208 0.594
C 9.024 0.811 4.766 -2.063
Cl 9.434 0.710 6.480 0.523
Cl 7.672 -0.267 4.419 0.516
Cl 8.576 2.476 4.370 0.507
Cl 10.421 0.335 3.797 0.522
C -1.889 10.805 1.973 -2.048
Cl -0.870 11.667 3.128 0.530
Cl -2.789 11.969 0.996 0.529
Cl -0.882 9.808 0.922 0.495
Cl -3.024 9.769 2.847 0.496
```

---

Record 2
DFT (ωB97M-V/def2-TZVPD) results for a structure of composition C22H11F4N6O8S2V in a non-equilibrium geometry.

The value obtained for the lowest unoccupied orbital energy is -9.22 eV. The total charge is +2. Its HOMO-LUMO gap is 5.524 eV. The spin multiplicity is 1.

XYZ file:
```
54
Properties=species:S:1:pos:R:3:nbo_charge:R:1
V -0.827 0.113 -1.766 1.080
C 0.622 4.261 -1.182 -0.700
C 0.266 2.885 -1.591 0.324
N -0.490 2.071 -0.944 -0.083
O -0.929 2.461 0.279 -0.496
C 0.743 2.275 -2.882 0.282
C 1.536 2.929 -3.956 -0.678
N 0.323 1.075 -2.911 0.083
O 0.144 -0.038 -3.486 -0.197
H 0.416 4.417 -0.128 0.286
H 0.034 4.971 -1.773 0.277
H 1.679 4.447 -1.370 0.275
H -1.862 2.171 0.322 0.526
H 1.843 3.924 -3.649 0.267
H 0.928 3.007 -4.860 0.283
H 2.419 2.334 -4.190 0.280
O -1.810 -0.355 -0.187 -0.773
S -2.321 -1.699 -0.723 2.364
O -2.225 -2.787 0.163 -0.809
O -1.414 -1.737 -1.952 -0.763
C -3.969 -1.476 -1.282 -0.289
C -4.749 -2.616 -1.181 -0.150
C -6.050 -2.622 -1.679 -0.155
C -6.559 -1.496 -2.293 -0.136
C -5.783 -0.342 -2.396 -0.139
C -4.498 -0.317 -1.890 -0.371
S -3.722 1.269 -1.963 2.399
O -3.493 1.782 -0.652 -0.914
O -4.294 2.051 -2.987 -0.833
O -2.243 0.821 -2.517 -0.675
H -4.346 -3.503 -0.712 0.267
H -6.648 -3.517 -1.584 0.258
H -7.564 -1.495 -2.691 0.258
H -6.189 0.545 -2.863 0.271
F 1.743 -2.328 1.463 -0.277
C 2.637 -1.842 2.323 0.270
C 3.108 -2.622 3.315 0.483
F 2.674 -3.854 3.415 -0.247
C 4.080 -2.130 4.276 -0.143
C 4.490 -0.750 4.088 0.420
C 4.003 0.015 3.087 0.346
F 4.408 1.267 2.954 -0.265
C 3.056 -0.488 2.141 0.042
C 2.566 0.294 1.110 -0.358
C 1.656 -0.143 0.131 0.601
N 0.898 -0.271 -0.732 -0.436
C 2.880 1.663 0.825 0.277
N 2.964 2.747 0.451 -0.264
F 5.362 -0.230 4.914 -0.237
C 4.576 -2.913 5.280 -0.020
C 4.192 -4.277 5.479 0.197
N 3.941 -5.382 5.665 -0.102
C 5.531 -2.455 6.241 0.196
N 6.268 -2.110 7.052 -0.095
```

---

Record 3
DFT (ωB97M-V/def2-TZVPD) results for a structure of composition C22H11F5N4O6V.

The value obtained for the lowest unoccupied orbital energy (alpha / beta) is -1.21 / -1.24 eV. Its HOMO-LUMO gap (alpha / beta) is 6.916 / 7.772 eV. The spin multiplicity is 4.

XYZ file:
```
49
Properties=species:S:1:pos:R:3:mulliken_spin:R:1
V 1.301 1.301 0.110 3.102
N 0.194 0.941 -1.761 0.003
C 0.682 -0.215 -2.482 -0.038
C 0.190 -0.604 -3.694 -0.001
C 0.686 -1.762 -4.331 -0.004
C 1.651 -2.522 -3.736 0.004
C 2.175 -2.148 -2.477 0.017
C 3.155 -2.898 -1.785 0.016
C 3.588 -2.478 -0.562 0.003
C 3.064 -1.287 -0.023 0.045
N 2.172 -0.552 -0.648 -0.035
C 1.698 -0.977 -1.857 0.014
H 0.169 1.762 -2.361 0.012
H -0.780 0.790 -1.488 -0.025
H -0.598 -0.026 -4.162 0.001
H 0.282 -2.048 -5.292 0.000
H 2.023 -3.419 -4.214 0.000
H 3.542 -3.805 -2.233 0.001
H 4.322 -3.035 0.002 0.000
H 3.376 -0.933 0.953 -0.009
O 1.282 -1.013 3.546 0.019
C 0.700 -0.540 2.591 -0.015
O 1.139 0.391 1.818 -0.048
C -0.668 -1.094 2.216 -0.015
C -1.377 -0.600 1.135 -0.032
C -2.585 -1.174 0.790 0.053
C -3.146 -2.212 1.505 0.003
C -2.421 -2.671 2.588 -0.002
C -1.197 -2.144 2.956 -0.001
N -2.981 -3.794 3.372 0.000
O -4.052 -4.240 3.015 0.000
O -2.335 -4.191 4.316 0.000
N -3.281 -0.686 -0.411 0.002
O -4.424 -1.033 -0.586 0.000
O -2.650 0.028 -1.177 0.001
H -0.994 0.237 0.571 -0.027
H -4.093 -2.651 1.232 0.000
H -0.649 -2.535 3.801 0.001
F 2.554 3.804 1.652 -0.004
C 1.344 4.207 1.192 -0.140
C 0.582 3.321 0.458 -0.004
C -0.624 3.830 0.024 0.090
F -1.462 3.038 -0.711 0.002
C -1.073 5.111 0.287 0.009
F -2.254 5.550 -0.161 0.001
C -0.265 5.954 1.030 0.013
F -0.663 7.198 1.298 0.000
C 0.960 5.502 1.492 -0.010
F 1.740 6.321 2.203 0.000
```